Entry 1:
DFT (ωB97M-V with the def2-TZVPD basis set) results for one molecule with the formula C8H12NP at a distorted geometry.

Geometry as ORCA input:
```
! wB97M-V def2-TZVPD RIJCOSX def2/J DEFGRID3
* xyz 0 1
P 1.70212 1.11206 -0.45349
N -1.37641 0.47628 1.14757
C -0.73153 -0.04213 0.13959
C -3.33640 0.42855 -0.09256
C 3.24316 0.19152 -0.80988
C 0.72225 -0.33894 0.26375
C 1.19517 -0.71450 1.65953
C -1.32141 -0.28040 -1.04434
C -2.67754 -0.03121 -1.20741
C -2.68432 0.71298 1.07644
H 0.61961 -1.55737 1.95254
H 3.32517 -0.50537 -1.62774
H -4.34402 0.48478 -0.15405
H -0.62700 -0.76456 -1.76999
H -3.39436 -0.05107 -2.05742
H 2.19685 -1.02250 1.86727
H -3.05661 1.31335 1.87831
H 0.98306 0.16705 2.20586
H 1.07906 0.95994 -1.76077
H 1.02861 -1.29576 -0.34628
H 3.50624 -0.26265 0.13910
H 3.94831 1.01993 -1.00604
*
```

- HOMO-LUMO gap: 9.768 eV
- E_tot: -708.08891 hartree
- HOMO level: -8.80 eV
- Largest force on an atom: 3.62 eV Å⁻¹
- SMILES: CP[C@@H](C)c1ccccn1
- Lowest unoccupied orbital energy: 0.97 eV
- ΔE to the lowest compared entry with this formula, charge and spin: 0.0 kJ/mol

Atom charges from the Mulliken analysis, given in e for atoms 1 to 2:
1. P 0.0425
2. N -0.4088

Entry 2:
DFT (ωB97M-V with the def2-TZVPD basis set) results for C26H76NO14P2S12 as an isolated structure at a distorted geometry.

Geometry as ORCA input:
```
! wB97M-V def2-TZVPD RIJCOSX def2/J DEFGRID3
* xyz -1 1
S -2.15754 -2.35994 2.23643
S -5.11602 -3.30069 -1.46258
S 1.04938 -0.79157 -2.25668
S -4.80388 -4.68059 -7.70470
S -3.69266 -1.21553 -6.86824
S 3.43099 2.17855 5.85863
S -6.58787 2.03909 -2.66673
S 0.00342 4.19157 -4.53765
S 8.59777 3.32344 5.71084
S -1.99922 -6.42142 3.94474
S 10.30785 -0.11148 2.90920
S 5.33739 1.89696 2.64001
P -3.37354 1.90625 0.94704
P -2.57075 -0.40790 2.38161
O -2.18753 -6.19495 2.49284
O -4.74550 -4.21385 -9.11933
O -4.89274 -1.12926 -5.99600
O 5.95907 2.95227 3.50494
O 0.65870 2.93784 -4.08665
O 0.37916 -1.27109 -1.02736
O -6.00286 3.39556 -2.89842
O 1.04658 2.09540 1.76769
O -4.41507 1.63564 -0.26812
O -6.54684 -3.09112 -1.86670
O 8.87874 0.30280 2.84074
O 10.08026 3.48590 5.77953
O 2.63134 1.62083 6.98190
O -2.52961 3.20489 0.42421
N -4.21740 2.24251 2.24091
C 5.60443 0.32575 3.45969
C -5.40582 -6.37368 -7.74464
C 6.50513 1.62375 1.30836
C 7.93268 3.98047 7.24457
C -3.24695 -5.45554 4.79510
C -1.62979 3.73574 -5.13592
C -5.09748 -4.74302 -0.39567
C -0.81989 1.01380 0.76051
C -4.72759 -2.11710 -0.19199
C -2.70219 -8.04650 4.27844
C 4.49941 3.44199 6.56148
C 10.34023 -1.79220 3.53950
C -5.49658 0.85571 -3.42141
C -6.27522 -3.96656 -6.97065
C -2.27643 0.54542 0.92400
C -0.24554 -0.07974 -3.27060
C -0.56906 5.02664 -3.05463
C 2.38272 3.30919 4.94890
C -0.23472 1.78132 1.92691
C -4.06590 -0.29581 -8.36374
C 1.35190 -2.23937 -3.28388
C 0.82404 0.99363 2.91458
C 10.93932 0.68370 4.38208
C 7.97159 4.62071 4.64837
C -7.93502 1.84435 -3.83666
C -2.48297 -0.05663 -6.22149
H 1.88097 0.72833 2.82703
H -4.00498 3.16864 2.59408
H 6.84448 3.99819 7.18332
H -1.16992 5.89227 -3.33430
H -3.17143 -0.23584 -8.98357
H 11.95784 0.35063 4.58377
H -0.11203 0.21490 0.54726
H -5.83015 -4.60748 0.39971
H 1.92987 4.02209 5.63994
H 6.19436 0.77081 0.70471
H 0.30969 5.35099 -2.50121
H -2.13908 3.13774 -4.37951
H -2.08057 -8.78134 3.77120
H 8.31465 4.40947 3.63839
H -2.20058 4.63711 -5.35868
H 9.74095 -1.84884 4.44812
H -4.63919 -6.98731 -8.21330
H -0.90035 2.45785 2.46150
H 6.51148 2.52159 0.69177
H 6.88248 4.60247 4.66671
H -4.22524 -5.66788 4.36315
H -6.32534 -6.41807 -8.32852
H 2.98201 3.83073 4.20097
H -3.71928 -8.08765 3.88779
H -4.71744 -1.12232 -0.62964
H 6.66334 0.22396 3.69563
H 5.22041 2.94407 7.20830
H -3.74168 -2.34847 0.22225
H 1.73263 -1.92139 -4.25529
H 7.48682 1.45443 1.75104
H 11.37163 -2.08285 3.73857
H -2.99477 -4.40611 4.64104
H 0.14182 0.19626 -4.25134
H -1.49586 3.15200 -6.04483
H 10.28075 0.45260 5.21875
H -1.84144 0.09361 3.47631
H -0.75345 1.74132 -0.05286
H -5.21645 2.16168 -0.13347
H -1.05766 -0.80344 -3.35412
H -3.91092 -0.25042 2.72267
H -4.84208 -0.84171 -8.89662
H -5.48775 -2.17341 0.58935
H -4.09820 -4.86493 0.02457
H -8.30620 0.82098 -3.77989
H 5.01859 3.94821 5.74723
H 5.27654 -0.47714 2.79840
H -3.23069 -5.69641 5.85895
H -2.69489 -8.23667 5.35251
H 10.92963 1.75609 4.20086
H -8.72154 2.54263 -3.55669
H 0.42558 -2.80356 -3.39692
H -1.63378 -0.00410 -6.90313
H 1.60999 2.72798 4.44629
H -5.35770 -5.61174 -0.99870
H -5.29051 1.14488 -4.45233
H -3.13746 3.94384 0.29351
H -6.12436 -2.89207 -6.88828
H 5.00390 0.32418 4.36550
H -5.57942 -6.71728 -6.72505
H -0.59456 0.81385 -2.75879
H -5.95419 -0.13427 -3.38728
H -2.94493 0.92406 -6.10198
H 3.89526 4.13926 7.14284
H -4.42063 0.70034 -8.09717
H -4.57366 0.85616 -2.84132
H -6.41652 -4.37951 -5.97178
H 0.46363 0.03187 2.47204
H 8.32666 4.98296 7.41341
H 2.09647 -2.85063 -2.77811
H -2.15606 -0.42989 -5.25366
H 8.24447 3.31910 8.05022
H 8.35846 5.58289 4.98617
H 9.91668 -2.44123 2.77575
H -1.15097 4.33198 -2.44797
H -7.57635 2.06862 -4.84158
H -7.13372 -4.18582 -7.60697
*
```

- HOMO-LUMO gap: 5.932 eV
- E_tot: -7604.90936 hartree
- HOMO level: -4.23 eV
- Largest force on an atom: 1.76 eV Å⁻¹
- Lowest unoccupied orbital energy: 1.70 eV

Atom charges from the Mulliken analysis, given in e for atoms 1 to 2:
1. S -0.4333
2. S 0.5435

Entry 3:
DFT (ωB97M-V with the def2-TZVPD basis set) results for one molecule with the formula C2H3BrN2O2 at a distorted geometry.

Geometry as ORCA input:
```
! wB97M-V def2-TZVPD RIJCOSX def2/J DEFGRID3
* xyz 0 1
Br 0.73674 1.92659 0.06227
O 2.42474 -0.78824 -1.08584
O 2.40254 -1.38781 0.98273
N 0.53095 -0.85290 0.01742
N 1.90287 -0.99018 -0.02564
C -1.69849 0.42700 0.00309
C -0.17913 0.19205 0.00558
H -1.92326 1.19077 -0.73268
H -2.22057 -0.49928 -0.22118
H -1.97639 0.78201 0.99424
*
```

- HOMO-LUMO gap: 10.919 eV
- E_tot: -2911.87672 hartree
- HOMO level: -10.93 eV
- Largest force on an atom: 3.34 eV Å⁻¹
- SMILES: C/C(Br)=N/[N+](=O)[O-]
- Lowest unoccupied orbital energy: -0.01 eV
- ΔE to the lowest compared entry with this formula, charge and spin: 0.0 kJ/mol

Atom charges from the Mulliken analysis, given in e for atoms 1 to 2:
1. Br -0.1429
2. O -0.5040

Entry 4:
DFT (ωB97M-V with the def2-TZVPD basis set) results for a 5-piece molecular cluster, C5H20N2O7 overall.

Geometry as ORCA input:
```
! wB97M-V def2-TZVPD RIJCOSX def2/J DEFGRID3
* xyz 0 1
O 0.98431 1.28519 3.56227
O 1.82782 -1.52425 -1.81845
O -0.21450 0.40523 -1.50710
O -1.04502 -2.40845 -2.33751
O -3.57037 1.02588 2.21194
O -1.97641 3.21445 -3.51954
O 2.93020 -0.62399 4.52598
N -1.07641 0.10195 0.57351
N -1.83479 1.80339 -0.78935
C 1.26509 -1.97753 -3.02576
C -0.98761 0.75796 -0.60576
C 1.52458 0.26049 2.74801
C 0.16315 -3.00004 -2.81180
C 2.91575 -0.16852 3.19645
H -0.86928 -1.47152 -2.17430
H 1.31017 -0.75932 -1.52604
H -0.03873 -3.57852 -3.71666
H -0.53803 -0.72394 0.75203
H 0.84647 -0.59172 2.78685
H 1.44470 2.10794 3.37175
H 0.50877 -3.71001 -2.04694
H -1.19011 2.75136 -3.82950
H -1.76996 0.39561 1.24295
H -4.14573 1.79607 2.18808
H -2.71069 2.66638 -3.81505
H 2.04195 -2.43437 -3.64573
H -3.19670 1.02856 3.09955
H 0.83802 -1.15291 -3.61399
H -2.52287 2.05947 -0.10697
H 1.59140 0.54025 1.68673
H 2.44714 0.02860 5.04693
H 3.61482 0.66561 3.04929
H -1.79793 2.22201 -1.70564
H 3.23081 -0.99133 2.55378
*
```

- HOMO-LUMO gap: 9.688 eV
- E_tot: -838.71341 hartree
- HOMO level: -9.55 eV
- Largest force on an atom: 0.86 eV Å⁻¹
- SMILES: NC(N)=O.OCCO.OCCO.O.O
- Lowest unoccupied orbital energy: 0.14 eV

Atom charges from the Mulliken analysis, given in e for atoms 1 to 2:
1. O -0.5625
2. O -0.5590